Entry 1:
Formula: C31H44CoGeN2O6P
Source: the OMol25 dataset
Level of theory: the ωB97M-V functional and the def2-TZVPD basis

The value obtained for the gap between HOMO and LUMO (spin up / spin down) is 9.506 / 9.518 eV. Its energy above the lowest of the compared OMol25 structures with the same formula, charge and spin is 0.952 eV. The charge is +1. The spin multiplicity is 4. Its calculated total energy is -151556.258 eV.

Geometry as XYZ:
```
86
Properties=species:S:1:pos:R:3:lowdin_charge:R:1
Co -0.24112 -0.64969 1.41363 0.765
C -0.04103 0.56765 5.20400 0.000
C -0.72519 0.95669 3.90774 -0.476
C -1.94022 1.83662 4.13424 0.002
O -1.14976 -0.26238 3.20124 -0.081
C 0.29417 1.66833 2.97384 -0.586
O 0.69476 2.75539 3.33203 0.095
O 0.63408 1.04713 1.88560 -0.113
H -0.74906 0.09021 5.88625 0.094
H 0.34690 1.46419 5.68289 0.105
H 0.79099 -0.11269 5.01574 0.099
H -2.60940 1.39059 4.87334 0.096
H -2.49513 1.98055 3.20337 0.073
H -1.60953 2.80734 4.49782 0.105
H -1.65245 -0.84622 3.77832 0.126
N -0.42027 -2.87012 1.57664 0.032
N -1.36489 -3.26607 0.61403 0.046
C -1.94796 -2.30628 -0.19374 -0.671
O -2.58321 -2.59827 -1.17242 0.100
O -1.76141 -1.08696 0.27910 -0.262
H 0.51578 -3.14893 1.29809 0.098
H -0.64593 -3.29852 2.46627 0.119
H -1.30979 -4.19147 0.21940 0.158
C -1.79187 4.47856 -3.25638 -0.103
C -1.36260 3.30865 -2.38069 -0.284
C -1.95787 3.39847 -0.97688 -0.281
C -1.41400 2.35004 0.01150 -0.278
Ge -2.18634 0.66726 -0.58649 1.090
C -4.10304 0.34821 -0.45118 -0.271
C -4.78957 0.78551 0.84569 -0.272
C -4.94428 2.29299 1.00287 -0.283
C -5.71986 2.66772 2.25918 -0.100
H -1.36667 4.40233 -4.25636 0.074
H -1.46463 5.42567 -2.82453 0.078
H -2.87816 4.51548 -3.35640 0.077
H -0.27166 3.27809 -2.30252 0.115
H -1.65259 2.37143 -2.86463 0.085
H -3.05093 3.35977 -1.03345 0.096
H -1.72868 4.38056 -0.55415 0.126
H -1.71242 2.57778 1.03384 0.057
H -0.32665 2.29795 -0.01014 0.067
H -1.51545 0.09407 -1.83437 0.018
H -4.22936 -0.71377 -0.66628 0.065
H -4.54254 0.88715 -1.29849 0.080
H -4.25779 0.37598 1.71475 0.103
H -5.78329 0.32873 0.86626 0.118
H -5.45637 2.69027 0.12075 0.116
H -3.96369 2.77553 1.02011 0.079
H -6.72751 2.25054 2.23098 0.078
H -5.80786 3.74843 2.36568 0.076
H -5.22785 2.28198 3.15511 0.066
O 1.25191 -1.08709 0.11182 -0.356
P 2.36366 -1.41359 -0.85461 0.840
C 1.78166 -1.45437 -2.54831 -0.278
C 2.65763 -1.26331 -3.61513 -0.059
C 2.18710 -1.36123 -4.91565 -0.059
C 0.85010 -1.65065 -5.15338 -0.058
C -0.02185 -1.84702 -4.09153 -0.056
C 0.44507 -1.74975 -2.79064 -0.087
C 3.04547 -3.03558 -0.48324 -0.283
C 3.75023 -3.19259 0.71303 -0.079
C 4.21763 -4.44336 1.08110 -0.065
C 3.98628 -5.53981 0.25814 -0.064
C 3.28737 -5.38810 -0.93020 -0.064
C 2.81442 -4.13705 -1.30398 -0.062
C 3.68957 -0.22621 -0.69592 -0.282
C 4.99313 -0.53235 -1.08725 -0.088
C 5.98582 0.42712 -0.97768 -0.064
C 5.68104 1.68351 -0.46753 -0.060
C 4.38916 1.98058 -0.05883 -0.053
C 3.38669 1.02860 -0.17194 -0.050
H 3.69885 -1.02372 -3.43692 0.105
H 2.86492 -1.20730 -5.74451 0.112
H 0.48863 -1.72673 -6.17032 0.112
H -1.06209 -2.08736 -4.26793 0.116
H -0.23071 -1.92773 -1.97140 0.070
H 3.94572 -2.33191 1.34315 0.119
H 4.77148 -4.56344 2.00270 0.111
H 4.36037 -6.51429 0.54293 0.112
H 3.11195 -6.24219 -1.57058 0.111
H 2.27051 -4.02006 -2.23276 0.107
H 5.23677 -1.52022 -1.46081 0.113
H 6.99801 0.19255 -1.27846 0.111
H 6.45999 2.42869 -0.37545 0.111
H 4.15952 2.94951 0.36362 0.114
H 2.38720 1.24396 0.18727 0.089
```


Entry 2:
Formula: C4H10O2
Source: the OMol25 dataset
Level of theory: the ωB97M-V functional and the def2-TZVPD basis

The value obtained for the gap between HOMO and LUMO is 7.549 eV. Its energy above the lowest of the compared OMol25 structures with the same formula, charge and spin is 5.473 eV. The charge is 0. Its calculated total energy is -8400.074 eV.

Geometry as XYZ:
```
16
Properties=species:S:1:pos:R:3:lowdin_charge:R:1
C 1.46756 -1.06481 0.43583 -0.105
C 0.10539 -0.47585 0.20004 -0.408
C -0.69283 -0.31921 1.46429 -0.114
O 0.39482 0.99508 -0.29201 -0.077
C -0.73591 0.39195 -1.43555 -0.156
O -1.10520 1.63064 -1.97955 -0.040
H 2.07773 -1.06967 -0.47552 0.069
H 2.03869 -0.52721 1.21754 0.076
H 1.35646 -2.10692 0.75993 0.078
H -0.90159 -1.30717 1.88985 0.082
H -0.16375 0.26578 2.24531 0.080
H -1.66760 0.16169 1.28858 0.073
H -0.03998 1.63924 0.29471 0.119
H -0.13274 -0.20578 -2.11153 0.118
H -1.67897 -0.05029 -1.13082 0.110
H -0.32209 2.04253 -2.37109 0.096
```


Entry 3:
Formula: C3H3ClO2
Source: the OMol25 dataset
Level of theory: the ωB97M-V functional and the def2-TZVPD basis

The value obtained for the gap between HOMO and LUMO (spin up / spin down) is 8.670 / 7.159 eV. Its energy above the lowest of the compared OMol25 structures with the same formula, charge and spin is 3.313 eV. The charge is 0. Its calculated total energy is -19773.377 eV.

Geometry as XYZ:
```
9
Properties=species:S:1:pos:R:3:lowdin_charge:R:1
C -0.55272 -0.95301 0.46078 -0.160
C 1.68443 0.52126 0.66967 -0.629
C -1.13781 0.00800 -0.54984 -0.040
O -0.90240 -2.04684 0.83426 0.098
O 1.55967 1.52127 1.34605 -0.026
Cl 2.88858 0.19039 -0.60456 0.542
H -1.19034 0.93140 -0.08352 0.055
H -2.09724 -0.36345 -0.97799 0.112
H -0.25217 0.19099 -1.09484 0.047
```


Entry 4:
Formula: C26H21BCl2F2NORe
Source: the OMol25 dataset
Level of theory: the ωB97M-V functional and the def2-TZVPD basis

The value obtained for the gap between HOMO and LUMO (spin up / spin down) is 6.736 / 6.235 eV. Its energy above the lowest of the compared OMol25 structures with the same formula, charge and spin is 0.000 eV. The charge is +1. The spin multiplicity is 2. Its calculated total energy is -64124.626 eV.

Geometry as XYZ:
```
55
Properties=species:S:1:pos:R:3:lowdin_charge:R:1
Re -0.22636 0.64759 1.10157 1.404
C 1.62562 -1.41221 3.02344 -0.023
C 0.98317 -0.07392 2.83770 -0.365
C -0.31292 0.19647 3.33681 -0.074
C -0.91607 1.46054 3.12743 -0.344
C -2.32258 1.71670 3.59211 -0.008
C -0.20361 2.48124 2.45966 -0.096
C 1.13794 2.26637 2.04515 -0.347
C 1.90655 3.38442 1.40514 -0.024
C 1.71567 1.01000 2.21984 -0.086
H 2.22870 -1.40422 3.93338 0.100
H 2.26835 -1.64841 2.17706 0.081
H 0.87526 -2.19625 3.11064 0.096
H -0.87268 -0.58364 3.83126 0.141
H -2.29285 2.12533 4.60409 0.104
H -2.91340 0.80568 3.61370 0.082
H -2.81813 2.44511 2.95102 0.095
H -0.66354 3.44694 2.29882 0.139
H 2.27895 4.04811 2.18774 0.104
H 1.27235 3.97731 0.74653 0.089
H 2.76563 3.01348 0.84842 0.086
H 2.70978 0.82447 1.83713 0.142
Cl -5.02086 -0.30554 -0.41121 0.841
C -3.79473 0.45606 -1.33348 -0.546
C -4.03573 0.84396 -2.66777 -0.081
C -3.05716 1.45559 -3.39458 -0.580
Cl -3.38068 1.91877 -5.02069 0.766
C -1.77250 1.70949 -2.83960 -0.144
C -0.69472 2.29871 -3.53463 0.013
C 0.50663 2.43940 -2.90008 -0.008
C 0.64550 2.00652 -1.57457 -0.076
N -0.34447 1.48687 -0.87893 -0.018
C -1.54832 1.31927 -1.50780 -0.116
C -2.57436 0.69786 -0.78044 -0.206
O -2.27993 0.40755 0.54328 -0.016
H -5.00484 0.64989 -3.10477 0.121
H -0.82779 2.61586 -4.55929 0.105
H 1.35957 2.86874 -3.40498 0.121
H 1.59865 2.07658 -1.06849 0.116
F -2.15803 -1.94420 0.25729 0.265
B -2.19743 -0.92713 1.10037 -0.937
F -2.72745 -1.11442 2.30541 0.238
C 0.57026 -0.86662 0.06048 -0.132
C 1.11946 -1.78524 -0.53602 -0.045
C 1.75946 -2.85515 -1.22459 -0.253
C 2.32666 -2.65172 -2.48812 -0.035
C 2.95163 -3.69420 -3.14741 -0.073
C 3.01803 -4.95193 -2.56073 -0.069
C 2.45446 -5.16543 -1.30870 -0.070
C 1.83029 -4.12683 -0.64301 -0.029
H 2.26973 -1.66963 -2.93928 0.111
H 3.38943 -3.52963 -4.12301 0.107
H 3.50673 -5.76530 -3.08000 0.109
H 2.50275 -6.14558 -0.85355 0.109
H 1.38391 -4.28372 0.33023 0.115
```


Entry 5:
Formula: C42H41NNiOP2Se4
Source: the OMol25 dataset
Level of theory: the ωB97M-V functional and the def2-TZVPD basis

The value obtained for the gap between HOMO and LUMO (spin up / spin down) is 6.678 / 4.875 eV. The charge is 0. The spin multiplicity is 3. Its calculated total energy is -368763.662 eV.

Geometry as XYZ:
```
92
Properties=species:S:1:pos:R:3:lowdin_charge:R:1
Ni 8.42677 10.27278 17.25538 -0.481
C 11.77822 10.41987 18.42125 -0.230
N 11.24720 10.26919 19.80181 -0.188
C 10.03032 10.96148 20.24284 -0.277
P 8.46173 10.40485 19.39882 0.947
C 7.86799 8.82353 20.05436 -0.388
C 6.52331 8.39628 20.05017 -0.137
C 6.16732 7.12716 20.54654 -0.078
C 7.11711 6.29766 21.09471 -0.095
C 8.45781 6.64765 21.00678 -0.083
C 8.81842 7.89232 20.51634 -0.090
C 7.35510 11.66691 20.08104 -0.395
C 6.57151 11.36338 21.18429 -0.088
C 5.77403 12.34160 21.80242 -0.077
C 5.75974 13.64044 21.32048 -0.095
C 6.52071 13.96239 20.20203 -0.078
C 7.40922 13.00676 19.67005 -0.175
C 12.21072 10.01338 20.83148 -0.245
C 12.91911 8.79333 20.81167 -0.040
C 13.82874 8.50906 21.80294 -0.092
C 14.07320 9.44422 22.82507 -0.104
C 13.36914 10.62970 22.88985 -0.093
C 12.45244 10.90470 21.88768 -0.039
P 10.59396 10.66886 16.89707 1.028
C 10.75484 12.43338 16.47428 -0.358
C 11.08816 13.37809 17.45778 -0.097
C 11.12881 14.73333 17.15808 -0.084
C 10.82581 15.17726 15.87149 -0.088
C 10.54476 14.25679 14.88239 -0.074
C 10.52534 12.89576 15.17939 -0.106
C 11.56364 9.80286 15.62151 -0.349
C 11.44701 8.42091 15.39424 -0.098
C 12.31499 7.74207 14.52487 -0.088
C 13.34129 8.45304 13.91557 -0.096
C 13.46932 9.81755 14.10474 -0.077
C 12.61567 10.49744 14.97333 -0.069
H 12.33290 9.50561 18.12531 0.082
H 12.55611 11.19268 18.39143 0.087
H 10.07512 12.02053 19.98291 0.072
H 9.94744 10.86926 21.32285 0.103
H 5.76101 9.07702 19.63881 0.070
H 5.14498 6.76776 20.46926 0.108
H 6.83999 5.37413 21.60773 0.107
H 9.24232 5.98372 21.32309 0.099
H 9.87261 8.10757 20.43061 0.088
H 6.56664 10.35999 21.61982 0.101
H 5.15786 12.03098 22.63874 0.101
H 5.17036 14.41243 21.78268 0.097
H 6.46565 14.98373 19.78600 0.113
H 8.09156 13.29548 18.86271 0.069
H 12.81879 8.09383 19.96990 0.116
H 14.33160 7.52087 21.83705 0.113
H 14.86591 9.24522 23.55238 0.102
H 13.53506 11.36232 23.68014 0.108
H 12.02088 11.90105 21.88321 0.112
H 11.34858 13.07986 18.49275 0.098
H 11.36129 15.45973 17.92274 0.101
H 10.87157 16.24973 15.64133 0.109
H 10.34233 14.56824 13.86788 0.105
H 10.33870 12.19939 14.37865 0.095
H 10.65533 7.85241 15.87653 0.081
H 12.18585 6.66170 14.33204 0.116
H 14.04798 7.96760 13.26181 0.100
H 14.24174 10.37255 13.57925 0.106
H 12.70979 11.56614 15.05437 0.095
Se 7.63780 8.04362 16.79481 0.215
Se 5.43169 8.35868 16.27881 0.042
Se 4.89624 10.55074 17.19790 0.006
Se 6.66122 11.95076 16.81730 0.182
C 8.36943 11.19524 8.16845 -0.055
C 8.43103 10.80591 9.62153 -0.255
C 7.78301 11.54225 10.63008 -0.012
C 7.76851 11.14183 11.95332 -0.166
C 7.11459 12.08729 12.95560 -0.044
C 8.43475 9.93089 12.30515 -0.110
C 8.62901 9.63444 13.68966 -0.191
O 8.68075 10.49046 14.58625 -0.100
C 9.04711 9.14863 11.30940 -0.202
C 9.64713 7.80494 11.62400 -0.038
C 9.05730 9.60647 9.98213 -0.008
H 7.79982 12.13309 8.03882 0.079
H 7.90416 10.38156 7.58985 0.087
H 9.38090 11.37276 7.75318 0.088
H 7.27722 12.47942 10.32866 0.123
H 6.41563 12.77118 12.44637 0.082
H 7.83602 12.73429 13.47962 0.076
H 6.55572 11.56188 13.75068 0.055
H 8.80323 8.58859 13.98764 0.098
H 10.45443 7.88813 12.35658 0.063
H 9.99367 7.35496 10.67611 0.083
H 8.85110 7.14411 12.04296 0.103
H 9.54119 9.05222 9.17298 0.119
```